Computed, not measured: a structure of composition C24H19AsLuO5 at a distorted geometry, with ωB97M-V/def2-TZVPD.

Properties
HOMO energy: -17.2 eV
energy: -129861.25744 eV
lowest unoccupied orbital energy: -12.80 eV
gap between HOMO and LUMO: 0.1607 Eh
strongest force on any atom: 10.0 eV Å⁻¹
net charge: +3

Last column: Mulliken charge in e.
Geometry (Å):
1 Lu 0.098 0.817 0.799  1.297
2 C 0.161 -1.060 -0.730  0.314
3 O 0.360 -2.063 -1.331  -0.151
4 C -0.861 0.303 -1.419  0.180
5 O -1.548 0.307 -2.368  -0.062
6 C 1.721 0.686 -0.969  0.347
7 O 2.292 0.524 -1.968  -0.084
8 C -2.005 -0.464 0.813  0.218
9 O -2.798 -1.176 0.386  -0.024
10 C -0.848 4.065 0.376  -1.054
11 H -1.435 3.978 1.291  0.466
12 H 0.192 4.369 0.493  0.449
13 C -1.413 3.947 -0.834  -0.316
14 H -0.859 4.130 -1.753  0.328
15 H -2.474 3.743 -0.961  0.320
16 O 0.988 -0.343 2.181  -0.336
17 As 1.830 -1.512 3.200  1.259
18 C 3.692 -1.224 2.757  0.110
19 C 4.644 -0.899 3.734  -0.391
20 C 5.994 -0.856 3.375  -0.659
21 C 6.383 -1.109 2.059  -0.536
22 C 5.422 -1.355 1.072  -0.810
23 C 4.067 -1.401 1.416  -0.245
24 C 1.135 -1.367 4.991  0.560
25 C 1.786 -1.993 6.068  -0.422
26 C 1.138 -2.108 7.307  -0.660
27 C -0.168 -1.612 7.462  -0.493
28 C -0.785 -0.918 6.409  -0.644
29 C -0.122 -0.781 5.178  -0.185
30 C 1.229 -3.244 2.505  0.692
31 C 2.192 -4.222 2.215  -0.413
32 C 1.761 -5.540 1.969  -0.671
33 C 0.403 -5.862 2.034  -0.580
34 C -0.546 -4.851 2.240  -0.740
35 C -0.141 -3.534 2.493  -0.327
36 H 4.319 -0.723 4.760  0.470
37 H 6.740 -0.623 4.128  0.446
38 H 7.436 -1.122 1.790  0.433
39 H 5.707 -1.521 0.030  0.429
40 H 3.304 -1.613 0.654  0.558
41 H 2.782 -2.403 5.928  0.416
42 H 1.657 -2.565 8.159  0.414
43 H -0.692 -1.754 8.417  0.402
44 H -1.777 -0.477 6.560  0.398
45 H -0.599 -0.227 4.371  0.165
46 H 3.258 -3.961 2.246  0.400
47 H 2.499 -6.308 1.739  0.445
48 H 0.076 -6.898 1.944  0.434
49 H -1.607 -5.075 2.227  0.438
50 H -0.866 -2.745 2.734  0.414

=====

Computed, not measured: a structure of composition C2HBrClNO2 at a distorted geometry, with ωB97M-V/def2-TZVPD.

Properties
HOMO energy: -10.6 eV
energy: -90237.21640 eV
lowest unoccupied orbital energy: 0.27 eV
gap between HOMO and LUMO: 0.3985 Eh
strongest force on any atom: 2.8 eV Å⁻¹
net charge: 0

Last column: Mulliken charge in e.
Geometry (Å):
1 C 0.359 0.423 1.160  0.118
2 C 0.884 2.357 -0.982  0.521
3 N 0.857 1.103 -1.113  -0.291
4 O 1.023 0.292 -0.065  -0.126
5 O 0.782 -0.049 2.162  -0.412
6 Cl 0.839 3.363 -2.271  -0.101
7 Br 1.100 3.226 0.698  -0.088
8 H -0.754 0.803 1.248  0.379

=====

Computed, not measured: a cluster of 2 separate species, C5H15NO in total at a distorted geometry, with ωB97M-V/def2-TZVPD.

Properties
HOMO energy: -8.4 eV
energy: -8964.21230 eV
lowest unoccupied orbital energy: 0.60 eV
gap between HOMO and LUMO: 0.3299 Eh
strongest force on any atom: 3.7 eV Å⁻¹
SMILES: CNCC(C)C.O
net charge: 0

Last column: Mulliken charge in e.
Geometry (Å):
1 C -0.810 2.112 1.707  -0.824
2 N -0.157 0.848 1.755  -0.269
3 C 0.365 0.301 0.442  -0.763
4 C 0.451 -1.290 0.229  0.533
5 C -0.915 -1.927 0.548  -1.339
6 C 0.790 -1.661 -1.178  -1.263
7 H -1.987 1.948 1.439  0.189
8 H -0.435 2.854 0.986  0.277
9 H -0.674 2.515 2.735  0.346
10 H 0.601 0.819 2.401  0.262
11 H 1.470 0.710 0.479  0.263
12 H -0.116 0.676 -0.472  0.394
13 H 1.201 -1.631 0.902  0.278
14 H -0.924 -3.066 0.708  0.313
15 H -1.665 -1.622 -0.256  0.311
16 H -1.345 -1.545 1.495  0.352
17 H 1.513 -0.970 -1.696  0.310
18 H -0.146 -1.740 -1.756  0.331
19 H 1.154 -2.790 -1.260  0.303
20 O 0.390 1.436 -2.939  -0.637
21 H 0.082 2.033 -3.738  0.298
22 H 1.158 1.990 -2.532  0.334

=====

Computed, not measured: a cluster of 2 separate species, C11H16N3 in total at a distorted geometry, with ωB97M-V/def2-TZVPD.

Properties
HOMO energy: -12.7 eV
energy: -16127.70869 eV
lowest unoccupied orbital energy: -3.16 eV
gap between HOMO and LUMO: 0.3508 Eh
strongest force on any atom: 4.5 eV Å⁻¹
net charge: +1

Last column: Mulliken charge in e.
Geometry (Å):
1 C 1.161 2.769 2.617  -0.412
2 C 1.447 2.601 1.258  -0.907
3 C 0.550 1.712 3.282  -0.552
4 C 1.208 1.347 0.667  0.051
5 C 0.423 0.442 2.737  -0.267
6 C 0.795 0.253 1.404  0.461
7 C 0.569 -1.043 0.720  0.211
8 C 0.427 -0.556 -1.289  0.061
9 C -0.574 -3.121 0.352  -0.699
10 C -1.861 0.364 -0.800  -0.863
11 C -1.155 -0.071 -3.098  -1.045
12 N 0.030 -2.059 1.054  -0.288
13 N -0.767 -0.043 -1.720  0.157
14 N 1.432 -1.011 -2.061  -0.380
15 H 1.501 3.688 3.081  0.410
16 H 1.869 3.305 0.652  0.507
17 H 0.267 1.885 4.309  0.378
18 H 1.404 1.241 -0.351  0.450
19 H -0.026 -0.394 3.384  0.349
20 H -0.101 -4.122 0.493  0.297
21 H -0.649 -3.038 -0.784  0.219
22 H -1.590 -3.024 0.748  0.315
23 H -2.120 1.394 -0.994  0.353
24 H -2.642 -0.274 -1.037  0.423
25 H -1.317 0.333 0.220  0.278
26 H -2.250 -0.168 -3.132  0.307
27 H -1.007 0.909 -3.491  0.321
28 H -0.645 -0.950 -3.588  0.414
29 H 2.290 -1.140 -1.550  0.260
30 H 1.332 -1.225 -3.082  0.191

=====

Computed, not measured: the molecule BrFH2Si at a distorted geometry, with ωB97M-V/def2-TZVPD.

Properties
HOMO energy: -11.2 eV
energy: -80670.38028 eV
lowest unoccupied orbital energy: -0.42 eV
gap between HOMO and LUMO: 0.3955 Eh
strongest force on any atom: 4.7 eV Å⁻¹
SMILES: F[SiH2]Br
net charge: 0

Last column: Mulliken charge in e.
Geometry (Å):
1 F 0.822 -0.451 -1.605  -0.525
2 Si -0.294 0.100 0.082  0.663
3 Br 1.464 -0.214 1.448  -0.112
4 H -1.355 -0.847 0.647  -0.012
5 H -0.637 1.413 -0.572  -0.014

=====

Q: energy of number 5 (BrFH2Si)?
A: -80670.38028 eV